(1)
A cluster of 10 separate species, C48H123F9N15O19P7 in total in a non-equilibrium geometry. Source: the Open Molecules 2025 dataset; level of theory: ωB97M-V/def2-TZVPD.

structure (SMILES)	CN(C)P(=O)(N(C)C)N(C)C.CN(C)P(=O)(N(C)C)N(C)C.CN(C)P(=O)(N(C)C)N(C)C.CN(C)P(=O)(N(C)C)N(C)C.CN(C)P(=O)(N(C)C)N(C)C.CCOC(=O)C(F)(F)F.CCOC(=O)C(F)(F)F.CCOC(=O)C(F)(F)F.COP(=O)(OC)OC.COP(=O)(OC)OC

The geometry in XYZ format:
```
221
Properties=species:S:1:pos:R:3:forces:R:3:lowdin_charge:R:1
C -5.327463 1.382808 -4.036022 0.8327 1.0052 -0.6447 -0.099
N -3.859741 1.288134 -4.262246 -0.2008 0.0260 0.6011 -0.291
C -3.144192 1.516470 -2.979466 -1.1860 0.6262 -0.2758 -0.088
P -3.085771 1.706251 -5.718072 0.2073 -0.3907 1.1889 0.565
O -3.251518 3.091887 -6.240706 0.4816 -0.9455 0.2522 -0.305
N -1.444996 1.333280 -5.323898 -0.9971 0.0094 -1.1156 -0.290
C -0.394987 2.120110 -5.983671 -0.2185 0.2904 1.1183 -0.127
C -0.941492 -0.041051 -5.122258 -1.0615 0.5489 -0.5035 -0.104
N -3.700865 0.580071 -6.780694 -0.7057 -0.0882 -0.2870 -0.314
C -3.745963 0.849468 -8.199767 0.8171 -0.2073 -0.5346 -0.123
C -4.228800 -0.735492 -6.478572 0.4659 -0.1430 1.5187 -0.133
H -5.804978 1.478605 -4.998714 -0.4332 -0.3929 -0.2986 0.070
H -5.587346 2.310527 -3.498662 0.2614 -0.1792 -0.0787 0.080
H -5.726195 0.567441 -3.433095 0.1618 -0.3156 -0.2419 0.073
H -3.877689 1.756402 -2.177061 0.2597 -0.1209 -0.6029 0.078
H -2.525352 2.392960 -3.097745 0.6325 -0.0151 0.3295 0.082
H -2.629845 0.636190 -2.662430 0.7103 -0.3176 0.1041 0.043
H 0.299392 1.460465 -6.504408 -0.0903 0.0622 -0.3764 0.076
H -0.802128 2.903752 -6.616912 -0.0245 -0.0825 -0.1197 0.070
H 0.160911 2.584847 -5.169775 0.3542 0.2619 -0.1459 0.067
H -1.744056 -0.635922 -4.676258 0.2713 -0.0766 0.1525 0.058
H -0.673270 -0.509675 -6.108297 0.0070 0.2858 0.8145 0.095
H -0.083711 0.055433 -4.450120 -0.0415 -0.4240 -0.0800 0.067
H -3.352279 1.823862 -8.445632 0.0533 0.3828 0.1932 0.068
H -3.087963 0.120149 -8.710849 -0.4135 0.1315 -0.0569 0.086
H -4.751341 0.794551 -8.624145 -0.0916 -0.1672 0.1649 0.082
H -4.155828 -0.888100 -5.388342 -0.3376 0.1321 -0.3369 0.066
H -3.601368 -1.546757 -6.874172 -0.2356 0.1864 -0.4824 0.080
H -5.283868 -0.845372 -6.777942 0.3724 -0.0016 -0.0978 0.088
C 1.976278 4.740887 -6.213873 0.4275 1.0726 -0.2316 -0.097
N 3.426577 4.627178 -6.475216 0.0148 0.0935 0.0144 -0.295
C 3.846709 5.113931 -7.805946 -0.0281 1.0371 0.5024 -0.110
P 4.518978 3.903566 -5.430912 -0.4257 0.6387 0.2751 0.515
O 5.811631 3.679379 -6.123522 -0.3335 0.1176 0.1141 -0.304
N 4.565621 4.851934 -4.032032 -0.6035 1.6004 -0.3015 -0.300
C 4.702147 6.334524 -4.103812 -0.2399 -0.6863 -0.0727 -0.096
C 5.099452 4.395444 -2.785018 0.8430 -1.5807 0.1428 -0.153
N 3.800670 2.514552 -4.897069 -0.8753 -0.0388 1.9811 -0.275
C 2.971409 2.269566 -3.652757 1.0396 -0.8792 -0.9567 -0.078
C 4.196463 1.334812 -5.599939 0.1464 -0.7131 -0.5317 -0.122
H 1.419020 3.907817 -6.604148 -0.1191 -0.5929 -0.0083 0.046
H 1.642321 5.609578 -6.790357 -0.0817 0.0100 0.0693 0.077
H 1.640813 4.964817 -5.183488 0.7321 -0.4210 -0.2450 0.091
H 4.758131 4.643035 -8.161721 -0.1871 -0.3943 0.0746 0.066
H 4.084373 6.190935 -7.764983 -0.0178 -0.0868 0.1219 0.074
H 3.032430 5.069297 -8.541598 0.1725 -0.5762 0.2496 0.079
H 5.766854 6.645340 -4.059338 -0.5144 -0.1296 -0.3796 0.089
H 4.159630 6.698665 -4.968208 0.3896 0.0927 -0.4616 0.063
H 4.196376 6.832856 -3.268374 0.0536 -0.4395 0.2266 0.078
H 6.101012 4.802611 -2.607678 -0.0285 0.1602 0.0657 0.083
H 4.474841 4.594495 -1.909879 -0.1933 0.2919 -0.1651 0.079
H 5.238149 3.304991 -2.821386 -0.0618 0.2391 0.0745 0.078
H 2.790342 3.188978 -3.110921 -0.4220 0.0449 -0.2011 0.068
H 2.083565 1.674758 -3.906244 -0.1273 0.7902 -0.0331 0.049
H 3.500991 1.570690 -2.969336 0.1405 0.5149 -0.3090 0.070
H 4.320576 0.482566 -4.925933 0.1218 0.1783 0.1574 0.057
H 5.159140 1.593184 -6.032677 0.0738 -0.5917 -0.4415 0.063
H 3.487438 0.986944 -6.379236 0.1776 0.3477 0.2051 0.092
C -0.278605 5.317049 4.737980 0.6710 0.2598 -1.5415 -0.115
N 0.333095 4.015962 4.447079 0.8059 -0.2813 0.4412 -0.296
C -0.627614 2.985002 4.115391 -0.9271 -0.2375 0.2467 -0.117
P 1.979313 3.711769 4.236849 0.2333 -0.3040 -0.6331 0.588
O 2.309126 2.248992 4.450670 -0.5867 1.8691 -0.6296 -0.321
N 2.505031 4.288544 2.696228 0.2684 -0.5378 1.2273 -0.320
C 2.764894 3.312922 1.608650 -0.4636 -0.1023 1.4141 -0.096
C 2.256778 5.664082 2.215774 -0.8126 -1.1689 0.6173 -0.103
N 2.661554 4.836602 5.279062 0.5061 0.0447 0.0957 -0.313
C 2.424922 4.742837 6.734219 -0.1039 0.0884 -0.7613 -0.104
C 4.070508 5.233910 5.086399 -0.4553 -0.0297 -0.8727 -0.112
H -0.751313 5.753928 3.829000 0.4157 -0.2147 0.1825 0.089
H 0.493720 6.006223 5.073553 -0.1549 -0.0011 0.1336 0.067
H -1.098126 5.277690 5.425523 -0.2321 -0.4239 0.8965 0.073
H -0.332823 2.187554 3.415016 0.3747 0.8021 0.1316 0.061
H -1.477776 3.551393 3.746238 -0.3407 -0.3629 -0.6758 0.067
H -1.052352 2.445799 4.974965 0.4128 0.1401 0.2836 0.087
H 2.948917 2.357969 2.124783 0.1835 0.2379 -0.4255 0.057
H 1.876488 3.172672 0.986316 0.0834 0.1411 -0.2654 0.078
H 3.629310 3.614255 1.011673 -0.0995 -0.0245 0.0359 0.078
H 2.128059 6.420048 3.004527 0.1347 -0.5268 -0.0266 0.078
H 3.084881 5.950232 1.587085 0.1739 0.2193 -0.3721 0.072
H 1.321647 5.576766 1.658982 0.0256 0.6933 -0.4041 0.080
H 2.718234 5.697862 7.160502 0.2342 0.0188 0.2079 0.082
H 1.386737 4.608117 6.996322 -0.3747 -0.2593 -0.1965 0.070
H 3.018771 3.925847 7.136860 0.0546 -0.0297 0.3360 0.083
H 4.374887 5.094938 4.049815 -0.1275 -0.0913 0.0181 0.070
H 4.742680 4.649061 5.701850 0.1516 -0.1516 0.3049 0.078
H 4.191202 6.293174 5.299561 -0.0196 0.1149 0.2857 0.082
C 5.243308 -4.276196 4.463899 -0.1180 0.1577 0.9809 -0.097
N 4.603392 -3.262564 5.329712 -1.5905 -0.5938 -0.5552 -0.317
C 5.416183 -2.144540 5.717928 1.2433 -0.4870 0.2911 -0.129
P 2.933773 -3.265147 5.613798 -0.7108 -0.6866 2.2144 0.600
O 2.326223 -4.579839 5.212435 0.5894 1.2465 -0.4155 -0.324
N 2.548909 -3.073939 7.291335 0.9210 1.1136 -0.2669 -0.291
C 2.790506 -1.766593 8.009908 -0.9178 -1.5478 -0.9644 -0.109
C 2.135199 -4.166222 8.177343 0.2427 -0.2927 -0.8636 -0.123
N 2.389654 -1.759220 5.075950 -0.4917 -0.7380 0.3017 -0.294
C 1.010148 -1.277532 5.455877 0.5967 -0.8035 -0.5454 -0.059
C 2.865165 -1.281585 3.797338 -1.0480 -0.3538 -1.3641 -0.127
H 6.074008 -4.749022 5.015809 -0.0913 0.2806 -0.3293 0.088
H 5.589795 -3.842281 3.526239 0.1867 0.1284 -0.0196 0.077
H 4.547532 -5.067927 4.232365 -0.3692 -0.0788 0.0158 0.055
H 4.946546 -1.188627 5.556234 -0.2284 0.3619 -0.0029 0.066
H 6.322535 -2.205970 5.111610 -0.0027 0.3659 -0.1069 0.081
H 5.788293 -2.228704 6.753434 -0.3696 0.1361 -0.1036 0.087
H 3.480606 -1.888243 8.836048 0.1916 -0.0324 0.1636 0.073
H 3.159058 -1.057806 7.284679 0.2069 0.2915 0.0162 0.056
H 1.816341 -1.410159 8.377353 0.3214 0.0208 0.2053 0.072
H 1.919291 -5.053644 7.561839 -0.1652 0.4261 0.2229 0.069
H 2.889438 -4.488158 8.909059 0.1768 0.3580 -0.1290 0.074
H 1.253804 -3.857106 8.741982 -0.1542 -0.0775 -0.0632 0.075
H 0.247320 -2.047508 5.252300 0.2801 0.1203 0.0190 0.078
H 0.983106 -1.054638 6.518090 -0.0786 0.2006 -0.1221 0.050
H 0.746376 -0.395490 4.854467 0.3916 -0.1438 0.3007 0.078
H 2.926962 -0.196537 3.807281 0.5393 0.1234 0.0212 0.066
H 2.181763 -1.534874 2.954487 -0.2161 0.1253 0.5196 0.083
H 3.742176 -1.827741 3.462159 0.5954 0.4371 0.4450 0.073
C -7.776028 -0.821231 2.997435 1.4462 0.9605 0.2921 -0.082
N -6.381619 -1.111399 3.453436 -0.6831 -0.6546 -0.8237 -0.298
C -6.336980 -1.206015 4.896097 -0.4162 0.1859 0.0147 -0.113
P -5.013923 -0.864029 2.501717 0.5010 2.2092 0.9869 0.550
O -4.574623 0.588376 2.359291 -0.2475 -2.2171 0.2745 -0.327
N -3.757888 -1.756348 3.195294 -0.6735 0.6783 -0.4768 -0.304
C -3.927463 -3.169917 3.490872 -0.1446 0.1517 -0.0545 -0.109
C -2.669058 -1.137195 3.967413 -1.3690 -0.1439 -0.3117 -0.096
N -5.449946 -1.478281 1.051753 -0.3654 -0.0642 -1.7480 -0.276
C -6.396273 -2.575730 0.789907 0.9018 -0.2652 0.0633 -0.103
C -4.688050 -1.018272 -0.175705 0.3561 -0.9044 1.5770 -0.054
H -8.175107 -0.062022 3.686897 -0.0695 -0.1133 -0.2546 0.086
H -8.408850 -1.695162 3.058759 -0.1042 -0.3506 -0.1508 0.078
H -7.760888 -0.378350 1.996037 -0.1180 -0.3247 0.1402 0.066
H -7.052929 -1.943430 5.299722 0.3072 -0.0528 -0.3755 0.093
H -6.659202 -0.249933 5.317217 0.2883 0.1151 0.2446 0.085
H -5.343104 -1.456866 5.223218 0.3510 -0.0337 0.2761 0.058
H -3.829907 -3.329744 4.579241 -0.0509 -0.1620 -0.3208 0.088
H -4.912454 -3.515525 3.165824 0.0680 0.0465 0.1146 0.072
H -3.187659 -3.766538 2.954833 0.1406 -0.0728 0.1840 0.069
H -2.597929 -0.072974 3.779142 -0.2127 0.1425 -0.0666 0.064
H -2.944983 -1.321211 5.005974 0.6971 0.1643 0.3887 0.078
H -1.743038 -1.599394 3.680525 0.5717 -0.3500 0.1560 0.067
H -6.699690 -3.081104 1.704471 -0.0822 0.2928 0.1657 0.065
H -7.300830 -2.257549 0.245472 0.4377 -0.0024 0.0588 0.090
H -5.833909 -3.341418 0.234363 -0.4505 0.1202 -0.2249 0.078
H -5.297620 -0.979606 -1.059620 -0.7196 0.4158 -0.1233 0.076
H -3.897929 -1.733037 -0.432910 0.0108 -0.0877 0.2607 0.065
H -4.201463 -0.080875 0.073194 -0.2397 0.2246 -0.2797 0.053
C -0.713146 -7.839004 -3.145714 -0.2683 -0.3089 -0.3898 -0.051
C -1.018962 -8.150276 -1.703480 0.2917 -1.3252 0.5251 -0.212
O -1.228683 -6.996665 -0.883770 -1.6230 1.4006 0.2138 0.013
C -2.446025 -6.439762 -0.940581 -1.5162 0.6101 -0.2012 -0.326
O -3.411140 -6.759095 -1.615443 1.9401 0.0033 0.8928 0.136
C -2.687175 -5.151232 0.026460 1.7233 -3.6597 -1.2765 -0.635
F -3.154489 -4.211059 -0.702443 -1.0768 2.1611 -1.3388 0.205
F -3.575215 -5.488411 0.928194 -0.7841 -0.1723 1.1197 0.188
F -1.573400 -4.759008 0.599745 0.7463 0.4107 0.7387 0.180
H 0.273382 -7.409877 -3.315526 -0.1061 0.1682 0.1952 0.069
H -1.497564 -7.197919 -3.553442 0.1641 0.0824 -0.0038 0.084
H -0.763133 -8.772265 -3.725318 0.0564 0.1739 0.2148 0.089
H -0.193042 -8.584434 -1.140437 0.2506 -0.3215 -0.5523 0.124
H -1.856503 -8.872072 -1.605741 0.1831 0.7404 -0.0845 0.136
C 1.101763 -7.656055 2.989094 -0.7910 1.3767 1.2420 -0.049
C 1.331104 -6.262070 2.453935 1.0189 -0.1224 -0.5956 -0.179
O 1.806870 -6.455583 1.068147 -0.3612 1.3632 -0.8576 0.023
C 1.680338 -5.364379 0.309681 0.4713 1.6080 -0.2964 -0.351
O 1.312252 -4.231142 0.608276 0.4579 -2.4091 0.0329 0.113
C 2.221104 -5.511129 -1.187695 -2.1472 0.3215 2.6730 -0.651
F 2.335253 -6.739603 -1.578265 0.5421 -1.9914 -0.5520 0.202
F 1.349541 -4.917581 -1.969489 -1.0424 0.6344 -1.0375 0.170
F 3.342161 -4.877135 -1.292109 2.1152 0.7069 -0.1881 0.210
H 0.234350 -8.080875 2.475983 0.5369 -0.5070 -0.0416 0.079
H 0.795172 -7.495011 4.041675 0.0885 -0.2568 -0.3650 0.090
H 2.033240 -8.223206 3.033168 -0.3518 -0.1917 -0.4596 0.086
H 2.104152 -5.704341 2.977328 0.1370 -0.1686 0.1988 0.099
H 0.507865 -5.570977 2.373320 -0.7094 -0.2540 0.2930 0.110
C 7.897703 -2.810140 -4.097064 -0.2885 0.1483 1.4608 -0.060
C 6.980081 -1.744185 -3.487405 -0.5528 -0.0047 0.0299 -0.148
O 5.563156 -2.153651 -3.771317 -0.0907 0.6766 -0.2045 0.007
C 4.576937 -1.480132 -3.150544 2.2774 0.7893 1.1611 -0.354
O 4.771673 -0.650087 -2.272001 -0.7940 -1.1974 -1.6142 0.117
C 3.153940 -1.961012 -3.566672 1.6643 1.0361 1.7053 -0.656
F 3.203090 -2.975720 -4.357880 -0.2042 -1.5224 -1.1779 0.230
F 2.545045 -2.248250 -2.440560 -0.6613 -1.4786 1.6445 0.169
F 2.430230 -1.010044 -4.052232 -0.7748 1.8226 -1.8953 0.205
H 8.930025 -2.723349 -3.736949 -0.1786 0.5534 -0.1857 0.083
H 7.874521 -2.768033 -5.165082 -0.0215 -0.1868 -0.6088 0.069
H 7.614007 -3.785649 -3.701380 -0.3252 -0.0989 -0.3921 0.079
H 7.165123 -0.734058 -3.902295 -0.3561 -0.5567 0.0951 0.134
H 7.032243 -1.671189 -2.401265 0.2498 -0.0839 -0.0719 0.116
C -3.983186 3.372417 0.937435 0.9052 -0.0600 -0.0401 -0.093
O -5.094232 4.252493 1.082974 -0.4442 -0.0400 0.0639 -0.198
P -6.238041 4.363835 -0.004101 -0.8202 -1.9284 0.7903 0.336
O -7.428601 5.051462 0.489405 0.2315 0.4004 0.0251 -0.223
O -5.548515 4.886954 -1.282666 0.6419 0.9830 -1.3450 -0.216
C -5.560429 6.325293 -1.589071 1.1660 -1.2546 -0.1806 -0.031
O -6.536645 2.839703 -0.491450 1.2593 1.7360 0.4678 -0.207
C -7.051921 1.909143 0.415784 -1.7351 -2.0380 -0.5994 -0.145
H -3.306314 3.674884 1.730540 0.2333 0.0032 0.0105 0.078
H -3.456901 3.476220 -0.026773 -0.3857 0.1512 0.2127 0.095
H -4.218566 2.325072 1.121740 -0.4057 0.1008 -0.0744 0.044
H -5.534903 6.390073 -2.678439 -0.2000 0.0782 0.2299 0.093
H -4.642328 6.790006 -1.185414 -0.5554 -0.2220 -0.0325 0.099
H -6.452223 6.693114 -1.149381 -0.7177 0.8499 0.1806 0.063
H -7.760357 1.366870 -0.214472 -0.3021 -0.2275 0.2196 0.093
H -7.616103 2.184484 1.292825 -0.1066 1.3455 0.1396 0.092
H -6.408721 1.135459 0.796666 1.3025 0.1654 -0.1968 0.033
C 2.401279 -0.576523 0.016924 -1.2123 -0.1789 1.3340 -0.024
O 0.925050 -0.671298 0.014255 1.1792 -1.0219 0.1660 -0.210
P 0.051496 0.299748 -0.837425 1.6299 0.6871 -2.6164 0.284
O 0.741618 1.078880 -1.890168 -0.0818 -0.6081 0.6953 -0.223
O -0.611250 1.220520 0.187012 -1.3190 0.6663 1.5845 -0.179
C -1.261083 0.641305 1.340730 -0.6507 1.5820 0.3051 -0.067
O -1.131718 -0.559201 -1.403478 -0.1688 -0.1462 0.7728 -0.220
C -1.031908 -1.915733 -1.769915 -0.6173 -0.1500 -1.5072 -0.077
H 2.712450 -0.277843 -0.960640 0.4923 0.3047 -0.2309 0.045
H 2.794223 -1.541365 0.337880 -0.2657 -0.1871 -0.5051 0.085
H 2.656112 0.091351 0.846854 0.1172 0.3681 -0.5402 0.083
H -2.241138 0.218190 1.131672 0.1827 -0.3587 -0.4497 0.065
H -1.494077 1.525925 1.938433 0.0793 -0.3121 0.1721 0.066
H -0.623366 -0.028379 1.897702 0.2817 -0.2501 -0.0792 0.082
H -1.436613 -2.552730 -1.006513 0.2098 -0.2510 0.4858 0.064
H -0.056883 -2.229777 -2.134396 0.2987 0.1218 0.4821 0.085
H -1.683499 -1.982118 -2.643606 -0.1288 -0.3078 0.0121 0.087
```
Forces are in eV/Å.

***

(2)
A cluster of 2 separate species, C2H5INO in total in a non-equilibrium geometry. Source: the Open Molecules 2025 dataset; level of theory: ωB97M-V/def2-TZVPD.

total charge	-1
energy above the lowest of the compared OMol25 structures with the same formula, charge and spin	0.280	eV

The geometry in XYZ format:
```
10
Properties=species:S:1:pos:R:3:forces:R:3:nbo_charge:R:1
I 6.758469 -8.895760 20.825175 -0.0142 -0.0238 0.0263 -0.980
O 8.637340 -11.818843 16.712766 0.3094 -0.2489 0.2840 -0.646
C 7.721165 -12.224059 17.411940 -0.7054 0.6779 -0.3034 0.661
N 7.208278 -11.545121 18.460430 0.3324 -0.3165 -0.1393 -0.815
C 6.990521 -13.509120 17.084375 0.9862 -1.0760 0.2032 -0.719
H 6.345087 -11.831132 18.884391 0.0869 -0.0013 0.1990 0.393
H 7.650258 -10.725336 18.859836 -0.1593 0.1542 -0.1039 0.444
H 5.910654 -13.415872 17.038872 -0.0620 0.0517 -0.1030 0.217
H 7.258711 -14.276348 17.825462 -0.3561 0.3329 0.2962 0.219
H 7.436388 -13.952060 16.193032 -0.4179 0.4499 -0.3590 0.227
```
Forces are in eV/Å.

***

no.,HOMO-LUMO gap (eV)
1,8.475
2,7.089